[1]
Molecular formula: C17H27NO5
Method: DFT, ωB97M-V with the def2-TZVPD basis set

```
50
Properties=species:S:1:pos:R:3:forces:R:3:mulliken_charge:R:1
O 1.941 -1.762 1.182 0.12 0.34 -0.02 -0.3576
O -1.223 0.732 -5.953 0.04 -0.37 -0.18 -0.5642
O 1.693 0.240 -1.827 -0.31 0.17 -0.16 -0.4434
O -1.058 0.069 2.489 -0.04 -0.04 -0.30 -0.3293
O 0.138 1.629 0.205 0.16 -0.15 -0.36 -0.2516
N 0.397 -2.773 3.723 0.00 -0.12 -0.04 0.0482
C 0.406 -1.340 3.933 -0.19 0.23 0.03 -0.7537
C -0.949 -0.620 3.719 0.16 -0.16 0.19 -0.6057
C 1.230 -1.219 0.089 -0.05 0.13 -0.32 0.1959
C 1.549 -3.058 1.566 -0.25 -0.33 0.00 -0.9132
C -1.224 2.516 -1.594 0.07 -0.01 0.17 -0.6098
C 0.601 1.023 -2.061 -0.01 0.03 -0.22 -0.4786
C -0.177 1.730 -1.127 0.02 -0.02 0.06 1.0060
C 2.111 -0.129 -0.532 0.27 -0.39 0.69 -0.8513
C -0.809 2.032 1.166 -0.10 0.00 0.54 -0.8231
C -0.771 1.907 -3.872 -0.21 0.00 0.04 1.2746
C 0.219 -3.154 2.332 0.57 0.11 -0.06 -0.4077
C -1.524 2.603 -2.942 0.09 -0.07 -0.13 -1.2753
C 0.016 2.825 -6.055 -0.41 -0.19 -0.01 -1.2165
C -0.465 1.345 2.486 -0.09 0.25 -0.25 -0.6113
C 0.283 1.133 -3.412 -0.09 0.09 0.23 -0.1168
C -1.070 2.000 -5.353 0.27 0.48 0.07 -0.3833
C -0.447 -3.505 4.641 0.02 0.02 -0.09 -1.1267
H 0.752 -1.165 4.955 0.02 0.05 -0.03 0.3948
H -1.817 3.082 -0.894 -0.04 0.02 0.10 0.4010
H -1.526 -3.407 4.446 -0.04 -0.01 0.03 0.3703
H -1.760 -1.352 3.702 0.05 0.05 0.10 0.3967
H -0.411 0.231 -5.818 -0.07 -0.02 -0.04 0.3722
H 1.144 -0.925 3.245 -0.02 0.14 0.11 0.3336
H -2.348 3.221 -3.263 -0.12 0.06 -0.04 0.3008
H -0.188 -4.563 4.584 -0.08 -0.05 0.06 0.3875
H -0.196 2.884 -7.119 0.00 0.02 -0.10 0.3638
H -0.778 3.122 1.295 -0.04 -0.11 -0.05 0.4185
H 0.626 1.280 2.586 -0.04 0.06 0.03 0.2435
H 0.911 0.577 -4.093 0.11 -0.08 -0.08 0.4228
H 2.179 0.731 0.136 0.06 -0.11 -0.12 0.2532
H 0.045 3.829 -5.640 0.07 0.12 0.05 0.3459
H -0.248 -3.157 5.654 -0.03 -0.03 0.10 0.3337
H 3.114 -0.544 -0.677 -0.15 0.04 0.06 0.3123
H 1.494 -3.704 0.676 0.03 0.06 0.02 0.4335
H -1.820 1.725 0.872 0.08 0.07 0.02 0.4758
H 0.269 -0.801 0.412 0.07 -0.09 -0.05 0.0054
H -2.041 2.487 -5.495 0.13 -0.02 0.10 0.4318
H 1.042 -1.996 -0.667 0.04 0.06 0.04 0.3207
H -1.139 0.080 4.545 -0.03 -0.04 -0.04 0.3319
H -0.100 -4.198 2.303 -0.02 0.02 -0.04 0.5668
H -0.547 -2.548 1.826 -0.10 -0.09 -0.05 0.2039
H 0.991 2.362 -5.914 0.13 -0.04 0.03 0.3029
H -0.861 1.940 3.324 0.05 -0.04 -0.09 0.4883
H 2.349 -3.415 2.219 -0.13 -0.09 -0.05 0.3827
```
Positions in Å, forces in eV/Å.

As for the SMILES: C[C@@H](O)c1ccc2c(c1)OCCOCCN(C)CCOCCO2. Its maximum force is 0.8 eV/Å. The value obtained for the orbital gap is 8.98 eV. As for the HOMO energy: -0.2993 Ha. As for the molar mass: 325.4 u. The charge is 0. For the total energy, the calculation gives -1094.854554 Ha.


[2]
Molecular formula: C26H29AuFN7O6
Method: DFT, ωB97M-V with the def2-TZVPD basis set

```
70
Properties=species:S:1:pos:R:3:forces:R:3:mulliken_charge:R:1
Au -0.180 -0.551 0.339 -0.47 -0.22 0.28 1.2212
F -5.756 1.567 -2.727 -0.04 -0.01 -0.03 -0.3330
O -0.949 1.047 1.249 0.37 -0.18 -0.19 -0.6283
O -1.515 -0.209 -1.125 0.20 0.05 -0.09 -1.0720
O -1.068 3.224 1.540 0.04 0.04 -0.03 -0.6227
O 0.579 -2.202 -0.454 -0.05 0.24 -0.03 -0.7216
O -0.801 -2.793 2.427 0.05 0.07 -0.03 -0.5494
O 0.526 -3.874 -1.882 -0.03 -0.02 0.01 -0.6526
N -9.616 -0.967 -4.544 0.00 -0.02 -0.02 -0.1186
N 2.092 -1.388 3.770 -0.09 0.06 -0.01 0.0199
N -3.128 -3.212 -3.372 0.07 -0.03 -0.04 0.1941
N 0.744 -1.124 2.013 0.25 0.05 0.20 -0.4515
N 2.620 0.285 2.226 -0.05 0.09 -0.11 -0.1899
N -7.049 -0.480 -4.226 -0.01 0.02 -0.05 0.2121
N 1.343 1.459 -0.365 0.05 0.25 0.05 -0.1487
C -1.971 -1.203 -1.793 0.14 -0.07 0.04 1.8651
C -9.257 0.490 -4.610 -0.06 -0.06 0.00 -0.8552
C -7.892 0.689 -3.956 0.01 0.01 0.07 -0.6747
C -5.087 -1.828 -3.794 0.03 0.00 0.04 -0.4056
C 1.093 -2.430 3.924 0.00 -0.01 -0.01 -0.2613
C 2.893 2.950 -1.402 -0.03 -0.03 -0.02 -0.7065
C -8.693 -1.794 -5.422 -0.09 0.03 0.06 -0.7305
C 3.172 -1.144 4.709 0.02 -0.03 0.00 -1.0966
C -3.654 -4.331 -4.181 -0.02 0.11 0.00 -1.0495
C 2.409 1.679 -1.137 0.01 -0.03 -0.06 -0.4382
C -3.936 0.203 -2.296 0.00 -0.02 -0.01 -0.7527
C 0.708 2.511 0.159 -0.02 -0.05 0.02 0.8002
C -1.959 -3.384 -2.753 -0.01 0.05 -0.03 -0.3328
C 0.192 -2.195 2.726 -0.12 -0.07 -0.02 0.5426
C -3.820 -2.019 -3.222 -0.03 -0.04 0.06 -0.1035
C 1.120 3.817 -0.054 0.05 0.06 -0.06 -0.8302
C -3.240 -1.004 -2.452 -0.05 -0.05 -0.04 0.8001
C -7.347 -1.080 -5.516 0.03 -0.08 -0.06 -0.7090
C 2.237 4.036 -0.846 -0.04 0.02 0.02 -0.3306
C 0.010 -2.890 -1.413 -0.16 0.06 0.01 0.5709
C -1.343 -2.454 -1.946 -0.02 0.05 -0.07 -0.6661
C 1.852 -0.700 2.657 0.05 -0.10 0.06 0.8259
C -5.147 0.378 -2.887 -0.02 -0.02 -0.05 0.2610
C -4.577 -5.228 -3.377 -0.02 -0.03 -0.02 -0.9995
C -0.510 2.283 1.038 -0.16 -0.21 0.06 0.4728
C -5.775 -0.632 -3.657 0.03 0.03 0.09 -1.1801
H -1.451 -4.326 -2.921 0.01 0.00 0.02 0.5686
H -7.478 1.628 -4.331 0.01 -0.02 -0.03 0.4077
H -10.587 -1.108 -4.825 0.00 -0.01 0.01 0.3541
H -9.540 -1.287 -3.578 0.04 0.03 0.00 0.3852
H -9.275 0.754 -5.666 0.02 0.05 0.02 0.3687
H -3.507 1.004 -1.710 0.00 0.00 0.01 0.6534
H 0.532 -2.327 4.854 -0.01 0.00 -0.01 0.3630
H -7.355 -0.324 -6.309 -0.03 0.01 0.01 0.3146
H -5.423 -4.672 -2.972 -0.01 0.00 0.00 0.3176
H 4.089 -1.652 4.409 0.00 0.01 0.00 0.3270
H 2.867 -1.515 5.684 0.01 -0.01 -0.01 0.3545
H -5.556 -2.651 -4.308 -0.01 0.01 -0.01 0.6178
H -8.603 -2.766 -4.942 0.01 -0.01 -0.04 0.4181
H 0.566 4.625 0.401 -0.01 -0.02 0.01 0.5405
H 1.529 -3.429 3.871 0.00 0.00 0.02 0.3325
H -10.024 1.064 -4.096 0.01 0.00 0.00 0.4117
H -6.596 -1.807 -5.804 0.02 0.03 0.02 0.4574
H -4.149 -3.908 -5.054 0.02 -0.01 -0.01 0.4785
H -9.177 -1.910 -6.389 0.04 0.01 -0.02 0.3853
H 2.882 0.798 -1.555 0.04 0.01 0.01 0.4916
H -2.789 -4.874 -4.555 -0.02 -0.05 0.04 0.4950
H 3.763 3.082 -2.030 0.01 -0.03 0.00 0.4425
H -8.023 0.793 -2.880 0.04 0.03 0.00 0.5095
H 2.589 5.043 -1.028 0.00 0.00 0.00 0.4467
H 3.459 0.543 2.715 0.01 -0.01 -0.01 0.2212
H 3.353 -0.075 4.812 0.00 0.00 0.00 0.4202
H 2.393 0.740 1.353 -0.04 0.03 -0.03 0.0086
H -4.959 -6.028 -4.011 0.00 0.00 0.00 0.3801
H -4.046 -5.686 -2.543 0.02 0.01 0.00 0.3531
```
Positions in Å, forces in eV/Å.

Its maximum force is 0.6 eV/Å. The value obtained for the orbital gap is 8.47 eV. As for the HOMO energy: -0.5029 Ha. As for the molar mass: 751.5 u. The charge is +2. For the total energy, the calculation gives -2078.002512 Ha.


[3]
Molecular formula: C39H62N4NaO3
Method: DFT, ωB97M-V with the def2-TZVPD basis set

```
109
Properties=species:S:1:pos:R:3:forces:R:3:mulliken_charge:R:1
Na 0.751 2.047 0.429 0.32 0.59 0.69 0.6715
O 1.951 2.705 -1.136 0.10 -0.01 -0.55 -1.2404
O -0.035 0.596 1.652 -0.16 -0.35 -0.01 -0.9535
O -1.339 0.041 6.597 0.07 0.07 0.05 -0.4516
N 1.285 2.692 3.832 -0.62 -0.17 0.12 -0.8133
N -1.392 2.441 -0.294 0.05 -0.18 -0.21 1.7356
N -0.954 1.700 4.345 0.15 0.10 -0.14 0.0807
N 0.089 4.945 0.541 -0.06 -0.07 -0.03 0.7071
C -4.345 -3.524 0.203 -0.04 0.01 0.04 -1.8884
C -0.629 -0.451 5.457 -0.16 0.16 0.08 -0.7177
C 4.535 1.913 -1.465 0.02 0.01 0.02 -2.0084
C -0.140 6.052 -0.360 0.06 -0.02 -0.04 -1.3810
C -0.939 -2.741 0.560 0.10 -0.02 0.06 -0.2872
C 4.367 -0.555 -1.449 0.03 -0.03 0.00 -1.3238
C -0.323 0.497 -2.921 -0.13 0.04 0.10 -0.1069
C -2.013 3.681 0.172 0.04 -0.04 -0.03 -1.5273
C 1.876 -0.333 -3.125 0.05 0.02 0.03 -0.5001
C 4.627 0.693 -3.603 0.01 0.02 -0.03 -1.7878
C 1.952 -3.099 0.913 0.00 0.04 -0.04 -1.7359
C -2.407 -1.179 -0.425 0.08 0.03 -0.02 -0.4258
C -2.092 -2.520 -0.176 -0.07 0.11 0.02 -1.0506
C -0.576 -0.377 0.989 -0.09 0.01 -0.31 0.4754
C 0.774 -2.961 3.109 -0.10 0.09 0.10 -1.5332
C -1.678 -0.126 0.103 -0.05 -0.10 0.06 0.8514
C -2.447 -5.031 -0.342 0.07 -0.04 0.02 -2.1330
C 1.138 -2.173 1.840 0.01 -0.03 -0.04 2.8013
C 2.094 -1.037 2.231 0.02 0.06 0.04 -1.2268
C 0.034 -1.704 -4.191 0.01 0.00 0.03 2.7336
C -1.453 -1.600 -4.523 -0.04 0.01 -0.07 -2.0251
C -0.144 -1.729 1.108 -0.07 -0.10 -0.07 1.0952
C 1.538 1.719 -1.864 0.01 0.14 -0.19 0.9064
C -2.263 1.270 -0.075 0.08 0.13 -0.02 -2.2463
C -1.136 4.461 1.150 0.06 0.00 -0.01 -0.3450
C -1.130 1.434 6.771 -0.01 -0.16 0.00 -0.5102
C -0.860 2.601 -1.677 -0.01 -0.12 0.10 -1.6331
C 3.953 0.710 -2.218 -0.09 0.03 -0.02 2.2256
C -3.379 -3.566 -2.092 -0.06 0.00 -0.04 -1.6813
C -1.610 2.208 5.555 0.09 -0.05 -0.07 -0.7420
C -1.091 0.238 4.190 -0.03 -0.13 0.22 1.5711
C 0.520 -0.483 -3.417 0.03 0.03 -0.02 -0.7855
C 0.798 -1.849 -5.514 0.04 -0.02 -0.05 -1.9074
C 0.265 -2.959 -3.334 0.01 -0.06 0.01 -1.6732
C 0.133 1.558 -2.149 0.14 -0.07 -0.06 0.5991
C -3.041 -3.645 -0.600 0.04 0.04 -0.01 2.0410
C 2.419 0.717 -2.400 -0.03 -0.06 -0.06 -0.1272
C 0.247 2.225 4.061 0.35 -0.05 0.01 0.7259
C 1.128 5.268 1.497 -0.02 0.08 0.05 -1.0651
H 2.373 -0.440 1.361 -0.01 -0.03 0.00 -0.3642
H -3.845 -2.614 -2.354 0.01 -0.01 0.02 0.2642
H -2.814 1.490 0.845 0.03 -0.01 0.01 0.5989
H 0.449 -0.293 5.600 0.01 0.00 0.00 0.3671
H 1.681 -3.299 3.625 -0.04 0.01 -0.02 0.4868
H -4.145 -3.587 1.275 0.01 -0.01 -0.04 0.4001
H -2.684 2.067 5.427 -0.03 -0.03 -0.01 0.3387
H -0.529 6.942 0.168 0.00 0.00 0.00 0.3751
H 0.168 -3.839 2.870 0.03 0.00 -0.01 0.2135
H 2.876 -3.408 1.411 -0.03 0.01 -0.02 0.5185
H -0.529 -0.056 3.301 -0.03 0.10 0.20 -1.6814
H 3.007 -1.482 2.643 -0.01 0.01 0.00 0.6118
H 1.406 -4.002 0.634 -0.01 0.01 0.02 0.2734
H -1.730 5.288 1.589 0.02 0.01 0.00 0.5528
H 2.216 -2.574 -0.009 -0.01 -0.01 0.04 0.1578
H -1.409 3.274 5.649 0.03 0.03 0.04 0.4678
H -0.627 -3.763 0.734 -0.02 0.01 0.00 0.2662
H -1.654 -0.728 -5.153 0.01 -0.04 0.02 0.4298
H -0.816 -1.523 5.408 -0.06 0.05 0.07 0.3621
H 2.556 -1.095 -3.494 -0.02 0.02 0.02 0.2152
H -2.238 -5.198 0.718 -0.03 0.03 -0.03 0.3623
H -4.079 -4.364 -2.364 0.03 0.04 0.01 0.5684
H 5.450 -0.561 -1.284 -0.04 -0.01 -0.02 0.4971
H 0.862 6.135 2.133 -0.01 0.00 -0.02 0.2782
H 0.641 -0.970 -6.146 0.00 -0.02 0.02 0.3948
H 4.325 -0.168 -4.201 0.00 0.01 0.03 0.2643
H 2.049 5.509 0.963 -0.04 -0.03 0.00 0.2662
H 1.332 -3.108 -3.144 -0.05 0.01 -0.01 0.3534
H 3.876 -0.593 -0.474 0.01 0.03 -0.02 0.0096
H -0.351 3.566 -1.693 -0.02 -0.01 0.02 0.4874
H -1.392 0.448 -3.110 0.04 -0.01 -0.01 0.3387
H -2.059 -1.517 -3.622 -0.01 -0.01 0.04 0.0726
H 4.101 -1.468 -1.988 0.00 0.04 0.01 0.2609
H -2.482 -3.676 -2.701 0.01 -0.01 0.00 0.1952
H 5.628 1.814 -1.467 -0.03 0.01 0.00 0.5005
H -0.063 1.633 6.939 0.01 0.01 -0.02 0.3003
H -1.709 2.640 -2.381 0.01 -0.04 -0.03 0.3549
H -5.046 -4.322 -0.069 0.03 0.03 0.01 0.4575
H -3.156 -5.799 -0.666 0.02 0.02 0.00 0.4594
H -1.682 1.724 7.666 -0.02 0.01 0.00 0.3915
H 0.798 6.324 -0.848 -0.02 -0.02 0.02 0.3425
H -0.861 3.788 1.970 -0.06 0.01 -0.03 -0.2412
H -0.231 -2.859 -2.364 0.00 0.01 -0.04 0.1033
H -3.012 1.214 -0.885 -0.01 -0.02 0.03 -0.0346
H 5.716 0.661 -3.492 -0.04 0.00 0.01 0.4632
H -1.516 -5.173 -0.898 -0.04 0.01 0.03 0.3385
H 1.325 4.424 2.156 -0.01 -0.02 0.00 0.3134
H 4.191 1.958 -0.433 -0.01 -0.02 -0.02 0.2501
H 0.453 -2.734 -6.061 0.01 0.04 0.02 0.4785
H 1.873 -1.955 -5.353 -0.04 0.00 0.01 0.2833
H 1.676 -0.345 2.960 0.02 -0.10 0.00 -0.0772
H 4.365 1.595 -4.162 0.01 -0.03 0.03 0.3775
H -2.953 3.459 0.680 -0.02 -0.02 0.04 0.3934
H -2.147 0.028 4.007 -0.03 0.04 0.04 0.1279
H -0.120 -3.854 -3.839 0.03 0.03 0.02 0.5136
H -1.779 -2.495 -5.063 0.01 0.02 0.00 0.4470
H 0.192 -2.345 3.806 0.19 -0.11 -0.21 -0.0403
H -3.278 -0.935 -1.031 0.01 -0.01 0.00 0.4303
H -4.830 -2.564 0.012 0.02 -0.03 0.00 0.3062
H 4.258 2.858 -1.930 0.02 -0.05 0.00 0.3680
H -2.282 4.314 -0.684 -0.03 0.03 0.01 0.4461
H -0.851 5.784 -1.142 0.01 0.00 0.02 0.3568
```
Positions in Å, forces in eV/Å.

Its maximum force is 1.0 eV/Å. The value obtained for the orbital gap is 5.84 eV. As for the HOMO energy: -0.1410 Ha. As for the molar mass: 657.9 u. The charge is -1. For the total energy, the calculation gives -2130.415867 Ha.